[1]
DFT (ωB97M-V/def2-TZVPD) results for a structure of composition C15H19BrN7O2SV.

Charge: +1
ΔE to the lowest compared entry with this formula, charge and spin in kJ/mol: 26.7
DFT total energy in Ha: -5032.8620
Multiplicity: 4
Expectation value of S²: 3.763
HOMO-LUMO gap (alpha / beta) in eV: 7.429 / 7.810

XYZ file:
```
46
C15H19BrN7O2SV, DFT ωB97M-V/def2-TZVPD
V -0.453 -0.451 -0.441
C -0.764 3.187 -2.830
C -0.778 2.095 -1.816
N -0.403 0.889 -2.008
N -0.142 0.396 -3.276
C -0.795 -0.738 -3.410
N -0.627 -1.393 -4.591
S -1.849 -1.489 -2.231
C -1.421 2.305 -0.480
C -1.959 3.530 -0.113
C -2.686 3.619 1.067
C -2.880 2.482 1.829
C -2.329 1.287 1.390
N -1.611 1.202 0.276
H -0.395 2.802 -3.777
H -0.112 3.998 -2.498
H -1.761 3.602 -2.979
H -0.218 -0.860 -5.342
H -1.303 -2.096 -4.837
H -1.813 4.399 -0.737
H -3.107 4.566 1.374
H -3.458 2.508 2.741
H -2.453 0.363 1.942
C 0.753 -5.052 1.993
O -0.078 -3.878 2.007
C 0.030 -2.971 1.059
O -0.604 -1.929 1.139
N 0.893 -3.216 0.025
N 0.895 -2.261 -1.013
H 0.555 -5.549 2.936
H 1.805 -4.772 1.937
H 0.465 -5.713 1.175
H 1.156 -4.163 -0.206
H 0.304 -2.586 -1.784
H 1.846 -2.116 -1.337
Br 4.203 -1.518 2.972
C 3.018 -0.186 2.373
C 2.966 1.063 2.966
C 2.062 1.975 2.454
C 1.243 1.604 1.401
N 1.280 0.393 0.830
C 2.173 -0.474 1.317
H 3.613 1.311 3.795
H 1.979 2.971 2.864
H 0.536 2.312 0.994
H 2.225 -1.445 0.849
```

[2]
DFT (ωB97M-V/def2-TZVPD) results for a structure of composition C15H19CdCl5NO4PSi at a distorted geometry.

Charge: 0
ΔE to the lowest compared entry with this formula, charge and spin in kJ/mol: 19.5
DFT total energy in Ha: -4038.4635
HOMO-LUMO gap in eV: 7.049

XYZ file:
```
47
C15H19CdCl5NO4PSi, DFT ωB97M-V/def2-TZVPD
Cd -0.260 -1.455 -1.107
Cl 4.470 -0.462 -2.845
C 3.124 0.589 -2.990
C 3.276 1.885 -3.587
C 2.195 2.738 -3.712
Cl 2.470 4.286 -4.476
C 0.922 2.341 -3.210
C -0.185 3.185 -3.296
C -1.377 2.877 -2.571
C -1.432 1.623 -1.969
N -0.421 0.757 -2.063
C 0.742 1.095 -2.581
C 1.888 0.134 -2.430
O 1.751 -1.050 -1.957
H 4.273 2.205 -3.828
H -0.010 4.119 -3.899
H -2.154 3.653 -2.395
H -2.303 1.253 -1.519
Cl -1.536 -3.701 -4.014
Si -1.650 -3.429 -1.958
Cl -0.780 -5.146 -1.183
Cl -3.633 -3.538 -1.465
C 1.308 2.530 2.329
C 0.939 1.427 1.370
O -0.213 0.798 1.876
P -0.574 -0.726 1.619
O 0.720 -1.545 2.249
C 0.693 -2.991 2.422
C 1.447 -3.714 1.346
O -1.613 -0.961 2.888
C -2.868 -0.303 2.726
C -3.627 -0.345 4.026
H 2.007 3.182 1.773
H 1.795 2.209 3.259
H 0.449 3.089 2.672
H 1.747 0.688 1.186
H 0.611 1.894 0.445
H -0.380 -3.205 2.565
H 1.116 -3.158 3.450
H 0.762 -3.809 0.514
H 1.627 -4.718 1.768
H 2.400 -3.262 1.037
H -3.545 -0.748 1.946
H -2.658 0.742 2.442
H -3.932 -1.374 4.267
H -4.494 0.294 3.970
H -3.086 0.047 4.911
```